one.
DFT (ωB97M-V/def2-TZVPD) results for 2 unconnected molecules or ions with the total composition C5H12O2.

Bonds (Å) are listed after each position.
CARTESIAN COORDINATES (ANGSTROEM)
1 O -0.40253 -1.10077 1.24151  C3 1.421, H16 0.962
2 O -0.33484 1.31881 -0.55311  C6 1.583, C7 1.435
3 C -0.08994 -1.00422 -0.14086  O1 1.421, C5 1.514, C6 1.509, H15 1.095
4 C 2.03308 0.08450 0.64274  C6 1.592, H10 1.111, H11 1.092, H13 1.096
5 C -1.30441 -0.69504 -0.99019  C3 1.514, C7 1.512, H14 1.090, H19 1.096
6 C 0.77793 0.21543 -0.32803  O2 1.583, C3 1.509, C4 1.592, H9 1.083
7 C -1.63446 0.70994 -0.54027  O2 1.435, C5 1.512, H8 1.103, H17 1.104
8 H -2.10582 0.72693 0.45726  C7 1.103
9 H 1.22716 0.27992 -1.31142  C6 1.083
10 H 2.45433 -0.91646 0.40914  C4 1.111
11 H 1.84638 0.06397 1.71843  C4 1.092
12 H 0.69048 1.92136 1.40057  H18 0.752
13 H 2.85081 0.78479 0.43806  C4 1.096
14 H -2.10253 -1.43240 -0.90722  C5 1.090
15 H 0.45124 -1.89265 -0.48218  C3 1.095
16 H -1.20497 -1.62416 1.33008  O1 0.962
17 H -2.34078 1.20550 -1.22881  C7 1.104
18 H 0.15626 1.98498 0.87503  H12 0.752
19 H -0.96739 -0.63044 -2.03073  C5 1.096

Results
**SMILES**: C[C@@H]1OCC[C@@H]1O.[H][H]
**LUMO**: 0.79 eV


two.
DFT (ωB97M-V/def2-TZVPD) results for 2 unconnected molecules or ions with the total composition C5H12O2.

Bonds (Å) are listed after each position.
CARTESIAN COORDINATES (ANGSTROEM)
1 O -3.22344 0.43818 0.61272  C4 1.417, H18 0.963
2 O 0.74078 0.74863 1.52166  C6 1.411, H9 0.967
3 C 2.50728 -0.20272 -1.10533  C5 1.330, H10 1.088, H19 1.088
4 C -2.38815 0.07390 -0.47258  O1 1.417, C7 1.519, H8 1.103, H16 1.101
5 C 3.04207 -0.84524 -0.07062  C3 1.330, H11 1.087, H17 1.087
6 C -0.37559 0.02660 1.04979  O2 1.411, C7 1.528, H12 1.105, H14 1.093
7 C -1.00662 0.64363 -0.19778  C4 1.519, C6 1.528, H13 1.099, H15 1.096
8 H -2.32759 -1.02306 -0.57151  C4 1.103
9 H 1.45915 0.59742 0.89293  O2 0.967
10 H 2.81923 0.80184 -1.38151  C3 1.088
11 H 2.72203 -1.84680 0.20612  C5 1.087
12 H -0.11315 -1.02696 0.84669  C6 1.105
13 H -0.36674 0.48167 -1.07700  C7 1.099
14 H -1.11380 0.03132 1.85524  C6 1.093
15 H -1.08953 1.72596 -0.04833  C7 1.096
16 H -2.77937 0.47022 -1.42251  C4 1.101
17 H 3.81764 -0.39568 0.54484  C5 1.087
18 H -4.05466 -0.04251 0.53395  O1 0.963
19 H 1.73047 -0.65641 -1.71676  C3 1.088

Results
**SMILES**: OCCCO.C=C
**LUMO**: 0.92 eV


three.
DFT (ωB97M-V/def2-TZVPD) results for 3 unconnected molecules or ions with the total composition C5H12O2.

Bonds (Å) are listed after each position.
CARTESIAN COORDINATES (ANGSTROEM)
1 O 0.53229 -4.07842 -1.44956  H13 0.992, H18 0.968
2 O 6.24031 -2.42241 0.25526  H8 0.915, H11 0.918
3 C -0.15562 0.51154 0.47708  C4 1.352, H12 1.107, H14 1.087
4 C -1.50229 0.61061 0.40564  C3 1.352, C6 1.559, H16 1.104
5 C -3.32731 2.34573 1.03067  C6 1.580, H9 1.191, H15 1.058, H17 1.141
6 C -2.21518 1.93297 -0.01258  C4 1.559, C5 1.580, C7 1.383
7 C -1.51639 2.87635 -0.74333  C6 1.383, H10 1.134, H19 1.034
8 H 5.78047 -2.79339 0.95347  O2 0.915
9 H -4.37655 2.77875 0.67107  C5 1.191
10 H -0.53229 2.48649 -1.14927  C7 1.134
11 H 6.54490 -1.57848 0.45088  O2 0.918
12 H 0.49126 0.78867 -0.37741  C3 1.107
13 H 0.38046 -3.67386 -0.55674  O1 0.992
14 H 0.17501 -0.34112 1.06389  C3 1.087
15 H -3.00940 3.02281 1.77857  C5 1.058
16 H -2.05100 -0.12662 1.01769  C4 1.104
17 H -3.42564 1.40578 1.67086  C5 1.141
18 H 0.00623 -3.45451 -1.96924  O1 0.968
19 H -1.86350 3.82895 -0.94432  C7 1.034

Results
**SMILES**: C=CC(=C)C.O.O
**LUMO**: 0.41 eV


four.
DFT (ωB97M-V/def2-TZVPD) results for C5H12O2 in the gas phase.

Bonds (Å) are listed after each position.
CARTESIAN COORDINATES (ANGSTROEM)
1 O -0.94624 0.53752 1.04920  C3 1.427, H13 0.965
2 O 0.53044 1.84848 -0.81581  C7 1.420, H18 0.968
3 C -0.27743 -0.24764 0.06344  O1 1.427, C6 1.527, C7 1.539, H11 1.099
4 C -1.37310 0.85412 -1.94684  C7 1.523, H9 1.096, H10 1.097, H17 1.094
5 C 0.94614 -1.45320 1.96110  C6 1.527, H8 1.094, H12 1.095, H15 1.096
6 C 1.04455 -0.80947 0.58020  C3 1.527, C5 1.527, H14 1.098, H19 1.099
7 C -0.07139 0.61859 -1.19218  O2 1.420, C3 1.539, C4 1.523, H16 1.096
8 H 1.87325 -1.97886 2.20954  C5 1.094
9 H -1.76810 -0.08485 -2.35047  C4 1.096
10 H -2.12890 1.27818 -1.27426  C4 1.097
11 H -0.96426 -1.07339 -0.16784  C3 1.099
12 H 0.77258 -0.70861 2.74564  C5 1.095
13 H -0.26283 0.95754 1.58618  O1 0.965
14 H 1.40602 -1.54574 -0.14928  C6 1.098
15 H 0.12081 -2.17240 2.00657  C5 1.096
16 H 0.65753 0.13056 -1.84989  C7 1.096
17 H -1.21012 1.54866 -2.77621  C4 1.094
18 H -0.13002 2.29446 -0.26680  O2 0.968
19 H 1.78107 0.00603 0.58770  C6 1.099

Results
**SMILES**: CC[C@@H](O)[C@@H](C)O
**LUMO**: 0.88 eV


Preferred: four; penalty for the next structure: 0.0501 hartree.


one.
DFT (ωB97M-V/def2-TZVPD) results for a gas-phase ion, C6H13N2 (charge +1).

Bonds (Å) are listed after each position.
CARTESIAN COORDINATES (ANGSTROEM)
1 N 1.53126 1.48253 1.34477  C4 1.345, H13 1.033, H17 1.054
2 N 0.97366 0.10021 -2.43631  C8 1.303, H16 1.027, H18 1.059
3 C -1.53094 -0.09561 0.19730  C6 1.507, C7 1.534, H10 1.085, H11 1.125
4 C 0.44148 1.47178 0.55655  N1 1.345, C7 1.505, H9 1.045
5 C 0.56791 -1.39274 -0.50909  C6 1.532, C8 1.468, H12 1.110, H21 1.182
6 C -0.80511 -1.41563 0.16977  C3 1.507, C5 1.532, H19 1.078, H20 1.145
7 C -0.83122 0.90550 1.12575  C3 1.534, C4 1.505, H14 1.086, H15 1.115
8 C 0.71654 -0.09178 -1.17352  N2 1.303, C5 1.468
9 H 0.45840 2.24304 -0.14818  C4 1.045
10 H -2.50680 0.03128 0.65517  C3 1.085
11 H -1.58685 0.33119 -0.84233  C3 1.125
12 H 0.46956 -2.13125 -1.33147  C5 1.110
13 H 2.31367 1.95213 0.85981  N1 1.033
14 H -0.62727 0.44897 2.08950  C7 1.086
15 H -1.50882 1.77185 1.31000  C7 1.115
16 H 1.00907 0.97679 -2.96978  N2 1.027
17 H 1.69587 0.68732 2.01631  N1 1.054
18 H 1.06835 -0.83567 -2.92272  N2 1.059
19 H -0.80415 -1.83225 1.16436  C6 1.078
20 H -1.44321 -2.14141 -0.44405  C6 1.145
21 H 1.47305 -1.54659 0.23460  C5 1.182

Results
**Charge**: +1
**LUMO (spin up / spin down)**: -3.06 / -3.06 eV


two.
DFT (ωB97M-V/def2-TZVPD) results for 2 unconnected molecules or ions with the total composition C6H13N2.

Bonds (Å) are listed after each position.
CARTESIAN COORDINATES (ANGSTROEM)
1 N 0.43644 2.98010 0.60816  C3 1.275, C8 1.429, H9 1.016
2 N -1.55726 -2.91843 -1.74125  C4 1.406, H14 1.012, H17 1.013
3 C 0.51445 3.49005 1.77420  N1 1.275, H12 1.082, H20 1.082
4 C -1.00751 -2.41159 -0.55105  N2 1.406, C5 1.333, H16 1.087
5 C 0.27858 -2.11615 -0.36486  C4 1.333, C6 1.505, H13 1.089
6 C 0.89920 -1.56518 0.89086  C5 1.505, H10 1.092, H15 1.094, H21 1.092
7 C 0.14256 1.25955 -0.96312  C8 1.326, H18 1.086, H19 1.082
8 C 0.25318 1.59348 0.31497  N1 1.429, C7 1.326, H11 1.075
9 H 0.48782 3.57589 -0.21283  N1 1.016
10 H 1.58942 -0.73856 0.71246  C6 1.092
11 H 0.26813 0.95422 1.17954  C8 1.075
12 H 0.62043 4.56507 1.83540  C3 1.082
13 H 0.98631 -2.48706 -1.10548  C5 1.089
14 H -2.12749 -3.73145 -1.54544  N2 1.012
15 H 1.55052 -2.31193 1.35541  C6 1.094
16 H -1.76722 -2.30071 0.21800  C4 1.087
17 H -0.83413 -3.22023 -2.38353  N2 1.013
18 H 0.11806 2.01805 -1.74024  C7 1.086
19 H 0.06704 0.23459 -1.30090  C7 1.082
20 H 0.35439 2.89519 2.66421  C3 1.082
21 H 0.20590 -1.23901 1.66859  C6 1.092

Results
**Charge**: +1
**LUMO**: -5.35 eV


Preferred: two; penalty for the next structure: 0.0060 hartree.


one.
DFT (ωB97M-V/def2-TZVPD) results for 2 unconnected molecules or ions with the total composition C6H13N2.

Bonds (Å) are listed after each position.
CARTESIAN COORDINATES (ANGSTROEM)
1 N 2.50782 -0.56436 0.62799  C6 1.295, H11 1.043, H16 1.055
2 N -0.47635 0.85362 0.81023  C7 1.363, C8 1.321
3 C 1.91532 -1.56072 -1.55165  C6 1.480, H13 1.121, H14 1.134, H19 1.185
4 C -2.06767 1.45457 -0.88081  C5 1.518, C8 1.559, H18 1.131, H21 1.053
5 C -1.77843 -0.00878 -1.16160  C4 1.518, C8 1.588, H10 1.071, H12 1.084
6 C 1.63848 -0.83027 -0.29475  N1 1.295, C3 1.480
7 C -0.30420 0.73690 2.15716  N2 1.363, H9 1.129, H15 1.129, H20 1.044
8 C -1.66496 0.54803 0.32144  N2 1.321, C4 1.559, C5 1.588, H17 1.166
9 H 0.56989 0.02305 2.18174  C7 1.129
10 H -2.63380 -0.65009 -1.22521  C5 1.071
11 H 3.38571 -1.09392 0.81878  N1 1.043
12 H -0.87876 -0.00750 -1.76687  C5 1.084
13 H 2.65654 -1.09471 -2.25218  C3 1.121
14 H 2.36055 -2.59613 -1.42917  C3 1.134
15 H -0.13581 1.75845 2.60770  C7 1.129
16 H 2.16234 -0.01211 1.45775  N1 1.055
17 H -2.53654 0.32391 1.06357  C8 1.166
18 H -3.13385 1.81346 -0.76108  C4 1.131
19 H 0.86737 -1.53980 -2.10499  C3 1.185
20 H -1.17494 0.39272 2.61987  C7 1.044
21 H -1.27871 2.05367 -1.23790  C4 1.053

Results
**Charge**: +1
**LUMO (spin up / spin down)**: -6.08 / -4.82 eV


two.
DFT (ωB97M-V/def2-TZVPD) results for a gas-phase ion, C6H13N2 (charge +1).

Bonds (Å) are listed after each position.
CARTESIAN COORDINATES (ANGSTROEM)
1 N 3.25421 0.73029 -0.12017  C7 1.308, H11 1.060, H19 1.043
2 N -1.39630 0.61210 0.63313  C6 1.489, C8 1.484, H12 1.095, H21 1.103
3 C -0.23969 -2.31509 0.06815  C4 1.565, H16 1.160, H17 1.046, H18 1.112
4 C 0.90412 -1.34178 -0.37315  C3 1.565, C5 1.342, H10 1.122
5 C 0.99348 -0.07840 0.06962  C4 1.342, C6 1.488, C7 1.416
6 C 0.04236 0.56726 1.01473  N2 1.489, C5 1.488, H20 1.092
7 C 1.97064 0.86378 -0.33303  N1 1.308, C5 1.416, H14 1.149
8 C -1.65500 1.17387 -0.71604  N2 1.484, H9 1.148, H13 1.144, H15 1.078
9 H -1.66550 2.30900 -0.88711  C8 1.148
10 H 1.66459 -1.74190 -1.09451  C4 1.122
11 H 3.84919 1.53218 -0.47546  N1 1.060
12 H -1.72936 -0.42640 0.73187  N2 1.095
13 H -2.68379 0.87338 -1.11511  C8 1.144
14 H 1.50575 1.90166 -0.49588  C7 1.149
15 H -0.82732 0.75297 -1.26454  C8 1.078
16 H -0.65877 -1.95158 1.08689  C3 1.160
17 H -1.03894 -2.33411 -0.60628  C3 1.046
18 H 0.05934 -3.37672 0.20730  C3 1.112
19 H 3.68966 -0.08665 0.35970  N1 1.043
20 H 0.41457 1.47555 1.49258  C6 1.092
21 H -1.95742 1.14642 1.41776  N2 1.103

Results
**Charge**: +1
**LUMO**: -4.21 eV


Preferred: two; penalty for the next structure: 0.0943 hartree.


one.
DFT (ωB97M-V/def2-TZVPD) results for a gas-phase ion, C6H13N2 (charge +1).

Bonds (Å) are listed after each position.
CARTESIAN COORDINATES (ANGSTROEM)
1 N -1.67659 0.66587 0.21402  C6 1.175, C8 1.410
2 N 1.89109 -0.07634 0.11833  C3 1.512, C7 1.475, H15 1.032, H20 1.025
3 C 0.39246 -0.26869 0.05256  N2 1.512, C8 1.543, H19 1.098
4 C 0.04626 2.31399 -0.27286  C8 1.531, H13 1.086, H16 1.088, H21 1.087
5 C -3.18914 -1.36543 -0.10619  C6 1.411, H12 1.093, H17 1.092, H18 1.092
6 C -2.19782 -0.37933 0.08386  N1 1.175, C5 1.411
7 C 2.56227 -1.38990 0.09369  N2 1.475, H9 1.088, H10 1.088, H11 1.088
8 C -0.33701 1.02736 0.46285  N1 1.410, C3 1.543, C4 1.531, H14 1.098
9 H 2.26614 -1.92736 -0.80444  C7 1.088
10 H 3.64404 -1.27380 0.10392  C7 1.088
11 H 2.24245 -1.96623 0.95908  C7 1.088
12 H -2.75293 -2.35311 0.06084  C5 1.093
13 H -0.63885 3.11187 -0.00135  C4 1.086
14 H -0.26685 1.19958 1.54535  C8 1.098
15 H 2.27308 0.50944 -0.64062  N2 1.032
16 H -0.00094 2.17072 -1.35000  C4 1.088
17 H -3.57967 -1.32631 -1.12514  C5 1.092
18 H -4.01012 -1.22259 0.60025  C5 1.092
19 H 0.17713 -0.46845 -1.00587  C3 1.098
20 H 2.10635 0.38909 1.00586  N2 1.025
21 H 1.04862 2.62963 0.00586  C4 1.087

Results
**Charge**: +1
**LUMO**: -3.91 eV


two.
DFT (ωB97M-V/def2-TZVPD) results for a gas-phase ion, C6H13N2 (charge +1).

Bonds (Å) are listed after each position.
CARTESIAN COORDINATES (ANGSTROEM)
1 N -0.43694 1.70694 -0.97375  C5 1.303, C7 1.509, H18 0.998
2 N 1.19812 0.23323 -0.11863  C5 1.339, C6 1.430, H10 1.050
3 C -1.63023 -1.84517 0.08051  C4 1.522, H12 1.148, H15 1.155, H17 1.072
4 C -1.03699 -1.04490 1.23092  C3 1.522, C8 1.472, H19 1.109
5 C -0.02976 0.76472 -0.17091  N1 1.303, N2 1.339
6 C 1.45766 -0.83229 0.79912  N2 1.430, C8 1.548, H16 1.108, H20 1.178
7 C 0.37302 2.45383 -2.00426  N1 1.509, H9 1.081, H13 1.034, H14 1.160
8 C 0.31281 -1.05282 1.81776  C4 1.472, C6 1.548, H11 1.129, H21 1.147
9 H 1.19716 1.88356 -2.40997  C7 1.081
10 H 2.00989 0.62153 -0.65877  N2 1.050
11 H 0.44338 -0.33827 2.68271  C8 1.129
12 H -2.54543 -2.45439 0.41108  C3 1.148
13 H -0.36046 2.65298 -2.70503  C7 1.034
14 H 0.61590 3.44482 -1.45214  C7 1.160
15 H -2.10695 -1.10011 -0.66289  C3 1.155
16 H 1.75388 -1.69370 0.16909  C6 1.108
17 H -0.96570 -2.50648 -0.43975  C3 1.072
18 H -1.38066 2.02790 -0.92646  N1 0.998
19 H -1.74422 -0.32118 1.68440  C4 1.109
20 H 2.45985 -0.51837 1.33259  C6 1.178
21 H 0.41566 -2.08182 2.31439  C8 1.147

Results
**Charge**: +1
**LUMO**: -4.59 eV


Preferred: two; penalty for the next structure: 0.0250 hartree.